Entry 1:
The following is a quantum chemistry calculation of 2 unconnected molecules or ions with the total composition C17H34I2NO3P, from the OMol25 dataset.

```
58
Properties=species:S:1:pos:R:3:forces:R:3:lowdin_charge:R:1
C -3.20002 3.08569 -3.74718 0.01 -0.11 0.12 -0.11
C -3.78792 1.70463 -4.02632 0.10 -0.06 0.07 -0.26
C -2.77992 0.76297 -4.69761 -0.17 -0.03 0.05 -0.18
C -1.74424 0.17553 -3.71729 0.05 0.06 0.04 -0.35
C -1.90071 -1.33049 -3.47307 0.04 0.08 0.11 -0.05
C -0.33698 0.50286 -4.20690 0.05 0.12 -0.11 -0.19
O 0.68659 0.18781 -3.27536 -0.06 -0.14 0.12 -0.12
C 0.73559 1.07889 -2.18516 0.01 0.11 -0.07 -0.18
C 0.77941 0.34606 -0.85299 0.01 -0.20 0.06 -0.44
O -0.30565 -0.55463 -0.67751 0.00 -0.01 -0.31 -0.21
C 0.07916 -1.70666 0.07277 0.11 0.19 0.14 -0.38
P -1.27794 -2.51563 1.06129 0.00 0.11 -0.19 0.88
C -2.58549 -1.23819 0.90315 -0.02 0.04 0.21 -0.31
C -1.92683 -3.78074 -0.09629 -0.10 -0.20 -0.02 -0.32
C 0.80703 1.30966 0.31065 0.01 -0.11 -0.05 -0.68
I -0.95698 2.43392 0.51936 -0.06 0.07 -0.03 1.03
C 1.75223 1.47217 1.22446 0.07 0.14 0.11 -0.78
C 1.70047 2.38812 2.41442 -0.03 -0.12 0.08 -0.20
I 3.57732 0.43353 1.03177 0.10 -0.03 0.04 0.96
H -2.35585 3.00788 -3.05329 -0.01 0.05 -0.08 0.05
H -2.84027 3.55063 -4.66823 -0.02 0.01 0.03 0.07
H -3.93547 3.75019 -3.28846 0.04 -0.02 -0.04 0.07
H -4.09865 1.25492 -3.07591 -0.09 0.00 -0.08 0.11
H -4.68846 1.79152 -4.64026 0.07 0.06 -0.02 0.10
H -2.25989 1.31726 -5.48927 -0.08 -0.04 -0.02 0.11
H -3.32106 -0.04738 -5.19386 0.07 0.01 0.02 0.11
H -1.88471 0.68036 -2.75274 0.11 -0.03 -0.04 0.12
H -0.93824 -1.77893 -3.21643 -0.05 0.04 -0.01 0.08
H -2.30801 -1.83680 -4.35134 0.07 -0.01 0.02 0.08
H -2.56168 -1.51201 -2.62404 -0.12 -0.07 -0.10 0.06
H -0.27028 1.56980 -4.46843 -0.04 -0.07 0.01 0.13
H -0.11306 -0.06812 -5.11376 0.01 0.00 0.07 0.14
H -0.09762 1.78611 -2.22071 -0.01 -0.05 0.07 0.08
H 1.66854 1.65801 -2.23945 -0.09 0.06 0.01 0.14
H 1.71745 -0.21729 -0.84606 -0.06 -0.04 0.01 0.07
H 0.54737 -2.44555 -0.59062 -0.01 -0.01 0.05 0.10
H 0.82688 -1.41123 0.81873 0.03 0.00 -0.06 0.05
H -3.38685 -1.48438 1.60261 -0.02 0.05 -0.08 0.03
H -2.98665 -1.15564 -0.10835 0.07 -0.02 0.02 0.03
H -2.16376 -0.27216 1.18390 -0.11 -0.05 0.04 -0.03
H -2.72713 -4.30546 0.43361 0.04 -0.03 -0.09 0.03
H -2.33325 -3.39491 -1.03274 0.09 0.12 0.02 0.02
H -1.14842 -4.51385 -0.31882 -0.04 0.02 0.03 0.03
H 2.49235 2.17419 3.12886 0.01 0.06 -0.04 0.04
H 0.74535 2.26833 2.93132 0.05 0.07 -0.06 0.05
H 1.79097 3.42955 2.09649 -0.01 -0.03 0.03 0.08
C 4.08105 -1.69183 4.67994 -0.01 0.06 -0.01 -0.09
N 3.79120 -0.30134 4.95535 -0.01 -0.01 -0.02 0.01
C 3.72541 0.33437 6.15461 -0.02 -0.03 0.00 -0.55
C 3.99609 -0.48635 7.39516 0.00 0.03 0.01 -0.01
O 3.45536 1.52216 6.21325 0.00 0.02 0.00 0.03
H 4.97033 -1.78950 4.05442 0.01 -0.01 0.02 0.08
H 3.24639 -2.17125 4.16536 -0.01 -0.01 0.02 0.08
H 4.25973 -2.22589 5.60804 0.00 -0.02 0.00 0.07
H 3.60527 0.30477 4.17185 0.02 -0.03 -0.07 0.07
H 3.90285 0.16923 8.25507 0.00 0.01 -0.01 0.08
H 3.28093 -1.30448 7.48798 0.01 -0.01 0.00 0.08
H 5.00069 -0.91042 7.37402 -0.01 -0.02 0.00 0.08
```
Positions in Å, forces in eV/Å.

Computed properties:
Energy in Eh: -1885.326448
SMILES: CCC[C@@H](C)COC[C@H](OCP(C)C)/C(I)=C(/C)I.CNC(C)=O
Gap between HOMO and LUMO in eV: 8.5
Lowest unoccupied orbital energy in Ha: -0.0038
HOMO in eV: -8.6


Entry 2:
The following is a quantum chemistry calculation of a molecular structure, C17H34MgO2P2, from the OMol25 dataset.

```
56
Properties=species:S:1:pos:R:3:forces:R:3:lowdin_charge:R:1
P -0.20425 -1.43558 -5.97971 1.20 -0.30 0.74 0.83
P 0.24334 2.09729 -5.69852 0.44 1.00 0.43 0.96
C -0.40459 -0.23376 -7.31233 0.05 -0.50 -0.74 -0.38
C 0.50850 0.99662 -7.14013 -0.21 -0.41 -0.02 -0.32
H -1.46631 0.04056 -7.39341 0.28 0.01 0.09 0.09
H -0.12862 -0.76192 -8.23222 -0.12 0.45 -0.34 0.08
H 1.56502 0.70178 -7.14448 -0.17 0.07 -0.01 0.08
H 0.33264 1.63655 -8.01377 0.24 0.12 0.17 0.10
C -1.38106 2.84449 -5.97317 -0.22 -0.02 -0.18 -0.18
H -1.67787 3.44599 -5.10762 0.15 -0.21 -0.02 0.06
H -2.14551 2.07029 -6.13987 0.27 0.24 0.17 0.06
H -1.33980 3.50542 -6.84988 0.08 -0.26 0.09 0.06
C 1.44780 3.43723 -5.94921 0.09 0.08 -0.63 -0.20
H 1.11973 4.08484 -6.77569 0.31 -0.15 0.19 0.05
H 2.43045 2.99844 -6.17957 -0.26 0.22 0.05 0.06
H 1.53235 4.03706 -5.03142 -0.11 -0.21 -0.24 0.05
C -1.32810 -2.81983 -6.17540 -0.02 -0.44 -0.93 -0.24
H -1.23398 -3.46543 -5.29260 -0.07 0.23 -0.22 0.05
H -1.05206 -3.38332 -7.07267 -0.35 -0.26 0.03 0.04
H -2.35988 -2.45765 -6.26921 0.24 -0.12 0.11 0.05
C 1.48766 -2.08862 -6.13529 0.02 -0.59 -1.26 -0.26
H 2.23166 -1.27532 -6.14253 -0.34 -0.31 0.14 0.05
H 1.57336 -2.65227 -7.07374 0.39 -0.09 0.09 0.04
H 1.68666 -2.76333 -5.29181 -0.06 0.28 -0.17 0.05
Mg -0.52204 1.89121 -1.18516 -0.19 1.15 -0.43 0.40
C 0.34894 1.76650 -3.90061 -0.51 -0.88 1.09 -0.52
C -0.96829 1.32107 -3.36101 -0.36 0.99 1.16 -0.40
C -1.58287 0.06580 -3.83201 -0.51 -0.84 -0.57 -0.35
C -1.90184 -0.97980 -2.75339 -0.35 -0.55 -2.19 -0.21
C -0.73562 -1.91880 -2.52980 -0.55 0.45 0.93 -0.13
C 0.53815 -1.50220 -2.37684 0.77 0.61 0.40 -0.12
C 1.30506 -0.60436 -3.31242 -0.25 1.20 -0.62 -0.23
C 1.40196 0.94739 -3.14575 1.14 -0.77 -0.58 -0.23
C 0.38184 -0.98539 1.62371 0.08 -0.89 -0.02 0.00
H 0.55521 2.81735 -3.57465 -0.31 -0.04 0.03 0.07
H -1.67239 2.14588 -3.23146 -0.20 0.10 -0.56 0.02
H -0.93457 -0.52604 -4.57723 -1.36 1.70 1.75 -0.04
H -2.50006 0.24689 -4.42491 -0.12 0.06 0.16 0.10
H -2.27080 -0.49428 -1.83486 0.54 -0.27 0.11 0.10
H -2.74837 -1.57503 -3.11522 -0.12 -0.09 0.08 0.09
H -1.02241 -2.94706 -2.32540 0.04 0.09 1.37 0.09
H 1.11306 -1.72849 -1.46789 0.26 -1.51 -0.78 0.09
H 0.84195 -0.75744 -4.30498 0.46 0.17 0.84 -0.01
H 2.33141 -1.02112 -3.44454 -0.56 0.25 0.58 0.11
H 1.31495 1.22764 -2.05083 0.37 -0.01 -1.08 0.03
H 2.41711 1.22975 -3.44819 0.14 0.12 0.08 0.09
H 1.49670 -1.03927 1.58775 -0.68 0.10 0.13 0.11
H -0.01541 -1.48095 0.71587 0.29 0.33 0.55 0.09
H 0.00063 -1.50871 2.51961 0.38 0.12 -0.44 0.09
C 0.30392 0.57051 4.01951 -0.26 0.09 -0.58 -0.01
O -0.13700 1.13793 2.72116 0.44 -0.49 1.25 -0.01
C -0.07688 0.42362 1.61880 -0.56 1.27 -2.44 -0.53
O -0.37484 0.99503 0.53415 0.32 -1.76 3.01 -0.14
H 0.15041 1.37372 4.73518 -0.01 0.02 -0.16 0.09
H 1.36731 0.29540 4.01545 -0.34 0.11 -0.27 0.10
H -0.30816 -0.29462 4.32423 0.16 0.37 -0.35 0.09
```
Positions in Å, forces in eV/Å.

Computed properties:
Energy in Eh: -1701.099234
ΔE to the lowest compared entry with this formula, charge and spin in kcal per mole: 100.46
Gap between HOMO and LUMO in eV: 3.1
Lowest unoccupied orbital energy in Ha: 0.0121
HOMO in eV: -2.8


Entry 3:
The following is a quantum chemistry calculation of C17H34N2O7P2 in the gas phase, from the OMol25 dataset.

```
62
Properties=species:S:1:pos:R:3:forces:R:3:lowdin_charge:R:1
C 3.70741 -1.60918 1.92164 0.06 0.12 0.00 0.04
C 3.08664 -0.43261 1.96866 0.04 0.23 -0.11 -0.12
C 2.34473 0.13319 0.74463 0.69 -0.19 0.42 -0.38
C 3.42911 0.85859 -0.08727 0.19 -0.09 -0.36 0.00
C 3.04066 1.98391 -1.03833 0.27 0.34 -0.18 -0.45
O 3.19408 3.13345 -0.66369 -0.41 -0.02 0.13 0.07
N 2.55740 1.73241 -2.31585 -0.73 -0.73 0.89 -0.12
C 2.34200 0.34019 -2.70899 0.28 0.18 -0.45 -0.05
C 1.46732 2.63472 -2.69846 0.56 0.54 -0.34 -0.05
O 1.85055 -1.02144 0.07380 -0.19 0.58 -1.29 -0.11
C 0.47702 -1.27896 0.34455 -0.12 -0.23 0.77 -0.49
C -0.16027 -2.05804 -0.82897 0.41 -0.17 -0.02 -0.19
C 0.83830 -2.90808 -1.62703 -0.43 -0.05 -0.24 -0.07
P 0.47889 -2.51728 1.75044 0.34 -0.12 -0.10 0.77
O 1.18736 -3.77904 1.42888 -0.05 -0.01 -0.04 -0.40
C -0.15161 0.10524 0.71460 0.05 0.64 0.13 -0.37
C -0.76806 0.78659 -0.52856 -0.10 -0.69 -0.21 -0.22
O -2.06790 0.28521 -0.80841 -0.09 0.15 0.31 -0.17
C -2.95524 1.27746 -1.28541 0.14 0.20 -0.38 -0.27
O -4.17782 0.71439 -1.55907 0.06 -0.11 0.04 -0.08
C -4.81088 0.10186 -0.43730 -0.40 0.09 0.21 -0.18
C -5.35310 -1.25612 -0.85916 0.04 0.13 -0.19 -0.23
O -5.73169 -2.02281 0.27009 -0.02 -0.08 -0.07 -0.06
P -1.63356 0.00169 1.90332 -0.36 -0.55 -0.21 0.91
N -2.00035 1.65396 2.11813 0.09 -0.13 -0.18 -0.13
O -0.94954 -0.38983 3.35894 0.02 0.22 0.04 -0.36
C 1.09515 0.98408 1.10167 -0.24 0.21 0.67 -0.20
C 1.17438 1.55927 2.52632 0.19 -0.30 -0.04 -0.05
H 4.12989 -1.98917 0.99942 -0.94 -0.63 -0.19 0.08
H 3.76292 -2.23154 2.80663 1.06 0.37 0.22 0.07
H 3.17262 0.17000 2.86446 -0.84 -0.36 0.34 0.10
H 4.08885 1.33576 0.63384 0.02 0.13 -0.06 0.13
H 4.02729 0.09861 -0.59371 -0.07 -0.09 0.07 0.13
H 1.50624 -0.14275 -2.20637 0.05 -0.03 0.00 0.06
H 2.17421 0.31947 -3.78568 -0.09 0.02 0.00 0.09
H 3.24796 -0.23502 -2.53832 -0.05 -0.08 0.12 0.09
H 1.05995 2.31889 -3.65577 -0.06 -0.08 0.03 0.09
H 1.85220 3.64539 -2.81262 0.01 0.00 0.00 0.09
H 0.68330 2.67656 -1.93990 -0.06 -0.11 -0.07 0.07
H -0.90877 -2.73227 -0.40289 -0.20 0.12 -0.12 0.11
H -0.68168 -1.39952 -1.51817 -0.04 0.08 0.11 0.10
H 1.08188 -3.83307 -1.11170 0.23 0.12 0.13 0.07
H 0.36281 -3.17589 -2.57342 0.01 -0.04 0.00 0.08
H 1.73694 -2.34670 -1.86506 0.10 -0.10 0.10 0.06
H -0.89182 -2.67848 2.03618 -0.02 0.09 0.05 0.01
H 0.99313 -1.83950 2.86020 -0.17 0.05 0.08 0.02
H -0.80757 1.87100 -0.39564 0.04 0.00 0.03 0.11
H -0.14897 0.54331 -1.39584 0.19 0.45 0.00 0.11
H -2.57825 1.69295 -2.22644 -0.05 -0.02 -0.04 0.15
H -3.02524 2.10354 -0.55698 -0.01 -0.14 0.17 0.13
H -5.64253 0.73298 -0.10707 0.05 0.07 -0.02 0.13
H -4.13443 -0.02180 0.41058 0.17 -0.09 -0.15 0.08
H -4.60717 -1.74913 -1.48833 0.06 -0.10 0.14 0.13
H -6.24286 -1.12017 -1.47540 -0.02 -0.01 0.00 0.12
H -5.00150 -2.60064 0.50586 0.03 0.05 0.09 0.09
H -2.98041 1.85329 1.97739 0.02 0.06 0.02 0.04
H -1.42090 2.34795 1.66866 -0.02 0.10 0.13 0.04
H -1.02010 0.35705 3.96732 0.13 -0.01 -0.01 0.05
H 1.03780 1.89423 0.49808 0.36 -0.24 -0.40 0.12
H 2.14213 2.05203 2.63421 -0.10 0.22 -0.02 0.09
H 0.38866 2.28458 2.72145 0.04 0.05 0.01 0.07
H 1.13245 0.78525 3.28583 -0.08 0.00 0.03 0.06
```
Positions in Å, forces in eV/Å.

Computed properties:
Energy in Eh: -1986.997179
SMILES: C=C[C@@]1(CC(=O)N(C)C)O[C@@](CC)([PH2]=O)[C@@](COCOCCO)(P(N)O)[C@H]1C
Gap between HOMO and LUMO in eV: 9.1
Lowest unoccupied orbital energy in Ha: 0.0133
HOMO in eV: -8.7